Computed, not measured: a structure of composition C24H40BaCl8F6NO12S2, with ωB97M-V/def2-TZVPD.

The value obtained for the calculated total energy is -190437.2725 eV. Its HOMO-LUMO gap is 0.232 Ha. As for the HOMO energy: -10.728 eV. For the LUMO energy, the calculation gives -4.41 eV.

ORCA input file:
```
! RIJCOSX wB97M-V def2-TZVPD def2/J DEFGRID3
* xyz 1 1
Ba 2.0259 -1.3085 3.4427
Cl 7.7055 2.6025 -1.5391
Cl -1.0643 6.0215 -3.8036
Cl 4.5766 1.1676 -1.3701
Cl -1.5685 4.3735 0.8845
Cl 0.7530 3.2970 -3.8562
Cl 4.6545 0.9748 -6.1360
Cl 3.4088 -1.5710 -4.4329
Cl 1.8872 4.4260 0.6749
S 0.4963 -1.0619 0.2392
S -1.5597 -0.6441 1.8722
F 1.5946 0.4695 -1.5221
F 2.2709 0.8427 0.5242
F 0.3195 1.5077 -0.1084
F -1.9048 -0.6783 4.5076
F -1.0284 1.1762 3.7251
F -3.1301 0.7279 3.4010
O -7.4707 -0.0373 -0.7930
O -5.2381 1.5377 -1.4199
O 0.2015 -2.6700 4.6731
O 1.0852 -5.6343 -6.3671
O 3.6539 -5.8319 -5.6105
O 1.3865 -0.6626 6.0884
O 1.6223 -1.9591 0.4124
O -2.1344 -1.9424 1.9908
O -2.0972 0.1893 0.8527
O 2.7183 -3.9780 -1.4085
O 0.1308 -4.1090 -2.0571
O -0.4868 -1.3750 -0.6970
N 0.0578 -0.6845 1.8254
C 1.2249 0.5529 -0.2732
C -0.6451 -3.6848 4.0958
C -0.4125 3.6745 -2.5523
C 1.5438 0.7467 6.2209
C 1.4378 -5.1934 -5.1628
C -1.5884 4.4880 -3.0421
C 0.5512 -4.6724 -4.3051
C 5.1284 2.7179 -0.6270
C 0.2676 -1.3079 6.6761
C 0.8415 4.6773 2.0958
C -4.0859 2.2652 -1.6509
C -1.9344 0.1887 3.4881
C 2.9002 -5.3236 -4.8181
C 2.5830 0.0000 -4.7259
C 2.4066 -4.3008 -2.6706
C 0.2470 -2.7071 6.0962
C 0.9250 -4.3096 -2.9416
C -6.1816 -0.5741 -0.9937
C 3.2971 -4.8320 -3.5079
C 6.5667 2.5855 -0.1828
C 3.4612 1.1815 -4.8306
C -5.0991 0.3968 -0.5894
C -0.3534 3.7736 2.0686
C -8.0788 -0.4738 0.4124
H 4.3240 -4.8009 -3.1636
H 1.8824 -5.9811 -6.8027
H -9.0185 0.0621 0.5173
H 1.1943 -3.1630 6.4104
H 6.6408 1.6286 0.3339
H 1.8869 0.1385 -3.8999
H -0.1245 2.7541 1.7718
H -3.5719 2.6701 -0.7599
H -6.1582 -0.8532 -2.0472
H 4.4829 2.8209 0.2443
H 2.5879 1.0497 6.2596
H -2.2208 4.7667 -2.2042
H 2.8550 2.0619 -5.0278
H -7.4499 -0.1893 1.2660
H 0.3782 -1.3824 7.7611
H -5.2674 0.7144 0.4461
H 0.5815 5.7286 2.1487
H -2.1304 3.9408 -3.8072
H 1.9297 -3.7475 -0.8945
H -0.7746 2.7122 -2.1861
H -0.5779 -3.2334 6.5778
H 4.9126 3.5103 -1.3352
H -1.6452 -3.5975 4.5168
H -4.1459 -0.1301 -0.7022
H -0.9828 3.7279 2.9538
H -8.2429 -1.5532 0.3715
H 1.4497 4.4393 2.9715
H 0.1313 4.1306 -1.7294
H 6.8935 3.3639 0.5015
H 1.9807 -0.2140 -5.6032
H -3.3652 1.6896 -2.2472
H -6.0577 -1.4895 -0.3942
H -0.2938 -4.6817 4.3888
H -0.6092 -3.6009 3.0170
H 4.0133 1.3840 -3.9183
H 1.1405 1.1949 5.2934
H -0.4753 -4.5083 -4.6115
H 0.9513 1.1884 7.0188
H -0.6714 -0.7951 6.4538
H -4.3021 3.2086 -2.1622
*
```

Computed, not measured: a structure of composition C24H40Br8F12Fe2O8, with ωB97M-V/def2-TZVPD.

The value obtained for the calculated total energy is -703642.9594 eV. Its HOMO-LUMO gap (spin up / spin down) is 0.359 / 0.346 Ha. As for the HOMO energy (spin up / spin down): -9.547 / -9.182 eV. For the LUMO energy (spin up / spin down), the calculation gives 0.22 / 0.24 eV. The energy above the lowest of the compared OMol25 structures with the same formula, charge and spin comes out at 0.0 kcal per mole.

ORCA input file:
```
! RIJCOSX wB97M-V def2-TZVPD def2/J DEFGRID3
* xyz 0 9
Br 1.7882 4.1587 -2.5489
Br -9.7355 1.7485 1.2933
Br -5.7915 -0.4344 1.8943
Br 3.6844 1.0793 -5.4103
Br -9.1483 -0.9804 -3.3559
Br 3.1689 7.3636 -1.4296
Br -5.2835 -0.8652 -4.1327
Br 3.9673 5.1157 2.5498
Fe 1.7093 -0.8623 2.5297
Fe -0.8010 -1.4758 0.4137
F -3.2077 -4.7581 -2.2483
F 2.1593 -4.1175 -0.5830
F 3.5186 -4.7705 0.9978
F 5.6418 1.6561 3.3601
F 0.6644 1.7795 -0.8209
F -1.2923 -4.6703 -3.2199
F 5.0833 -0.4441 3.6520
F 3.5421 -2.6753 0.3022
F 0.8561 2.9231 0.9989
F 4.8206 1.0033 5.2220
F -0.8843 3.2050 -0.2577
F -2.7462 -3.0338 -3.4339
O 0.8574 -2.3728 1.2933
O -1.6752 0.4085 0.4166
O 0.1803 0.2599 1.4799
O 2.4194 0.3314 4.0072
O -2.1356 -2.9413 -0.2152
O 3.1637 0.7332 2.0002
O -0.5652 -2.3421 -1.5735
O 2.3038 -2.8516 2.7608
C 4.7236 0.8246 3.9039
C 3.2273 5.6681 0.8329
C -8.1136 1.0858 2.1433
C -2.2095 -3.8920 -2.5658
C 2.8892 1.9071 -3.8195
C -6.4390 -1.5779 -2.7354
C 3.7340 0.6226 -0.2994
C 2.7705 -3.7316 0.5789
C 2.3829 3.2755 -4.2055
C 3.9541 1.3454 1.0054
C -0.0321 2.2829 0.2125
C 0.4106 -2.3558 -2.6361
C 1.3149 -1.1469 -2.4252
C -7.6827 -2.2147 -3.3134
C -0.6807 1.1970 1.0736
C -7.0235 0.8537 1.1173
C 3.3115 1.1034 3.3814
C -3.6772 0.0085 -0.8052
C -1.4902 -3.4208 -1.2874
C 4.1141 6.6154 0.0728
C 3.0786 -2.9482 5.0391
C -2.6688 1.0562 -0.3923
C 3.0383 -3.6417 3.6710
C 1.6660 -3.3963 1.5662
H -4.5239 0.5425 -1.2250
H -0.8636 -4.2665 -0.9564
H 2.2982 6.1738 1.1087
H -3.2750 1.7235 0.2249
H -8.3309 0.1990 2.7253
H 4.3955 7.4384 0.7208
H 1.5450 -1.0346 -1.3665
H -1.1281 1.6758 1.9581
H 2.5911 -4.6198 3.8724
H -7.9051 -3.1352 -2.7692
H -0.0459 -2.4083 -3.6206
H -3.2748 -0.6099 -1.6136
H 2.7358 0.8632 -0.6887
H 5.0106 6.0993 -0.2615
H 1.0681 -3.2065 -2.4265
H 2.0910 1.3304 -3.3740
H 4.0704 -3.8237 3.3686
H 2.8307 4.7977 0.3140
H 1.1274 -4.3098 1.8429
H 3.9369 -2.2794 5.0765
H 3.0873 -3.6487 5.8679
H 3.6946 2.3981 0.8753
H 3.1051 2.1813 3.4594
H -6.6688 -0.8290 -1.9911
H -2.1551 1.5155 -1.2269
H -5.7843 -2.3020 -2.2537
H 3.7633 2.0240 -3.1929
H -3.9746 -0.6737 -0.0177
H 5.0099 1.2698 1.2566
H 0.7990 -0.2346 -2.7399
H 3.7888 -0.4618 -0.2228
H 1.4487 3.2168 -4.7482
H 2.2159 -1.2678 -3.0255
H -7.4314 -2.6393 -4.2849
H -6.5091 1.7866 0.9182
H 3.1537 3.8543 -4.6961
H 2.2032 -2.3026 5.1471
H -7.4558 0.4338 0.2155
H 4.3277 0.9703 -1.1471
H -7.8323 1.8685 2.8415
*
```

Max |F| / eV/Å: 2.72 2.16